Record 1
The following is a quantum chemistry calculation of a molecular structure, C2HNO in a non-equilibrium geometry, from OMol25.

Geometry as ORCA input:
```
! RIJCOSX wB97M-V def2-TZVPD def2/J DEFGRID3
* xyz 0 1
O 1.09707 -0.92316 -1.19562
C 0.77760 -0.48977 -0.16324
C -0.84517 0.53864 0.20534
N -1.84595 1.13658 0.28299
H 0.81645 -0.26230 0.87053
*
```

HOMO = -11.4 eV
Energy relative to the best compared isomer or geometry (same formula, charge and spin) = 53.5 kcal/mol
Maximum force = 3.0 eV/A

=====

Record 2
The following is a quantum chemistry calculation of 2 unconnected molecules or ions with the total composition C2HNO2S in a non-equilibrium geometry, from OMol25.

Geometry as ORCA input:
```
! RIJCOSX wB97M-V def2-TZVPD def2/J DEFGRID3
* xyz 0 1
C 0.51344 -1.01989 -0.04906
C -0.87841 2.00479 -0.65745
N 0.56177 -0.54733 -1.09729
O -1.38808 2.38176 0.28914
O -0.38305 1.57487 -1.58991
S 0.64738 -1.53235 1.61395
H 0.92695 -2.86185 1.49061
*
```

HOMO = -10.5 eV
Energy relative to the best compared isomer or geometry (same formula, charge and spin) = 18.7 kcal/mol
Maximum force = 2.7 eV/A

=====

Per-record orbital gap, eV: 10.44 10.72